# 1
Computed, not measured: a 10-piece molecular cluster, H20O10 overall at a distorted geometry, with the ωB97M-V functional and the def2-TZVPD basis.

```
30
Properties=species:S:1:pos:R:3:forces:R:3:lowdin_charge:R:1
O 0.47407 2.54600 -1.58687 -0.6137 -0.1489 0.0498 -0.05
H 0.13807 1.92900 -2.24587 -0.0515 -0.0741 0.0961 0.04
H 1.31207 2.82800 -1.93387 0.5316 0.1980 -0.2198 0.02
O -1.89593 2.84600 1.31513 0.5553 2.1683 0.9289 -0.06
H -2.15393 2.89100 2.25413 0.0169 -0.4146 -0.9054 0.05
H -2.09293 2.01200 0.92813 -0.4385 -0.9963 0.0127 -0.03
O 1.54107 -2.97800 -1.20987 2.2517 -1.1038 -0.7799 -0.03
H 0.71007 -3.36700 -1.07787 -1.9116 -0.3911 0.5470 -0.02
H 1.52907 -2.05600 -1.04887 -0.2730 1.3209 0.2164 -0.04
O -4.25593 -2.01900 -0.67587 -1.6184 -0.0902 -0.3888 -0.01
H -3.89093 -1.49300 -1.36287 -0.1236 0.8877 -1.5000 0.02
H -3.48693 -2.08000 -0.16287 1.7540 -0.7682 1.9652 -0.03
O -1.37893 -2.91200 -0.23387 0.4511 1.7202 -0.0178 -0.07
H -1.11893 -1.96600 -0.46087 0.4021 -0.9915 0.8892 0.01
H -1.87193 -3.07000 -1.02187 -0.7836 -1.0550 -0.9492 0.02
O -2.41993 0.24800 1.37913 -0.2057 -0.4656 -0.7471 -0.02
H -3.34993 0.25400 1.56813 -0.7910 -0.1461 0.0895 0.09
H -1.96793 0.38500 2.19513 0.5033 0.0213 1.0442 0.07
O -0.63793 -0.31700 -0.48587 -1.3134 -0.5030 -1.0759 -0.02
H 0.16607 -0.02600 -0.11887 1.7162 0.5965 0.4857 0.02
H -1.31593 -0.05900 0.14913 -0.1822 0.0741 0.0691 0.00
O 2.44107 -0.33000 -1.39687 -0.8404 0.4881 0.4983 -0.01
H 3.32107 -0.23400 -1.68387 1.9110 -0.9270 -1.3917 0.03
H 2.48807 0.42300 -0.80487 -1.4729 -0.1074 0.3377 -0.03
O 2.97007 -0.01200 2.41213 -0.3694 -0.7431 0.7163 -0.07
H 2.43707 0.39300 1.70913 1.1455 0.2179 0.2863 -0.01
H 3.86107 0.34200 2.52913 -0.6115 0.2526 -0.6065 0.03
O 2.49007 1.69700 0.33213 1.7071 -0.2079 -1.1293 -0.06
H 2.57807 2.48400 0.84913 -0.3090 0.9439 0.6348 0.07
H 3.38107 1.64100 -0.10887 -1.0365 0.2443 0.8443 0.10
```
Positions in Å, forces in eV/Å.

Output
- Strongest force on any atom: 0.0534 hartree/bohr
- Structure (SMILES): O.O.O.O.O.O.O.O.O.O
- LUMO energy: -0.363 eV
- Calculated total energy: -20798.655 eV
- Energy relative to the best compared isomer or geometry (same formula, charge and spin): 3.957 eV
- HOMO level: -10.27 eV

# 2
Computed, not measured: C28H82F2KN5O17S2 as an isolated structure at a distorted geometry, with the ωB97M-V functional and the def2-TZVPD basis.

```
137
Properties=species:S:1:pos:R:3:forces:R:3:lowdin_charge:R:1
K -0.32271 0.40929 4.52039 -0.1842 -0.0660 -0.4365 0.85
N -0.09054 -0.15061 1.57352 1.5728 -7.7092 4.7894 -0.38
S -0.32717 1.00826 0.71990 -2.4968 5.7441 -6.8845 0.34
O -1.52626 1.06278 -0.15362 0.8476 0.5485 1.7319 -0.33
O 0.80781 1.80796 0.34316 0.5513 -0.1202 -0.5677 -0.30
F -0.73111 1.89117 1.97668 -1.4511 1.4327 1.8813 -0.26
S 0.06389 -1.20059 0.22349 -1.7747 2.0951 -3.7087 0.52
O 0.90879 -0.81522 -0.91178 1.2732 -1.4374 0.3569 -0.33
O -1.10490 -2.03750 -0.10602 0.9430 0.0822 1.4392 -0.34
F 1.00475 -2.21183 1.00375 0.4298 -0.7720 0.6270 -0.20
C -4.81832 3.12590 0.69021 0.2621 1.2323 0.9182 -0.09
C -5.08959 4.25831 -0.30433 1.4411 -2.0173 -0.1984 -0.29
O -4.85079 3.58078 -1.53664 -1.6624 0.9624 -0.8345 -0.10
H -4.40073 3.59723 1.57991 -0.4875 -0.3061 0.7609 0.06
H -4.01174 2.47710 0.34874 -0.2106 -0.0194 -0.3225 0.07
H -5.73265 2.55679 0.85816 0.1970 0.0001 0.2220 0.06
H -4.38729 5.08032 -0.16588 0.0493 0.1668 0.0071 0.10
H -6.10189 4.64609 -0.19040 -0.1033 -0.0779 -0.4926 0.10
H -3.93935 3.67540 -1.82284 0.5222 0.2426 -0.2614 0.04
C 4.05573 0.49046 3.32697 1.2332 0.1132 0.3463 -0.08
C 2.73222 0.46537 2.63069 1.6412 0.5504 0.5670 -0.31
O 1.94175 -0.54714 3.20046 0.4695 0.1969 0.7578 -0.19
H 4.74376 1.18150 2.83996 -0.0839 0.1143 -0.2175 0.06
H 4.54886 -0.48062 3.28308 -0.1161 -0.1775 0.0142 0.07
H 4.05215 0.80652 4.37013 -0.4028 -0.0934 0.1568 0.07
H 2.97414 0.27812 1.58450 -0.7116 0.0333 -0.2069 0.10
H 2.26288 1.43945 2.76850 -0.2583 0.1192 -0.4696 0.12
H 1.17552 -0.47672 2.62641 -1.3725 -0.4695 -0.7594 -0.04
C 0.41162 -4.19241 -2.39142 -0.9423 0.4666 -0.2736 -0.06
C 0.75088 -3.10424 -3.44801 1.0305 -0.6446 1.8441 -0.30
O 1.37457 -3.67608 -4.56494 -0.1921 -0.4699 -1.7199 -0.09
H -0.29939 -3.83119 -1.64839 0.0430 0.3558 0.0407 0.04
H 1.25431 -4.58103 -1.81962 0.3353 0.1125 -0.3189 0.07
H -0.11138 -5.01946 -2.87158 0.1530 -0.1642 -0.2159 0.06
H 1.47840 -2.43206 -2.99306 -0.3106 0.4202 0.2379 0.08
H -0.11096 -2.51722 -3.76540 0.0282 -0.3079 -0.0905 0.10
H 2.28031 -3.95486 -4.41157 -0.1128 0.1906 0.4712 0.08
C -2.80269 -3.32532 4.42537 0.2333 -0.4927 -2.0164 -0.05
C -1.74006 -2.91380 3.30904 -1.1109 -0.6019 1.5518 -0.27
O -1.98970 -1.55423 3.00660 -0.2693 0.0993 0.9189 -0.17
H -3.79572 -3.43394 3.98925 -0.1878 0.8161 -0.2648 0.05
H -2.83892 -2.58781 5.22715 0.1954 -0.2660 0.0619 0.07
H -2.70748 -4.36437 4.74066 0.8709 0.1347 0.5732 0.06
H -1.80057 -3.46191 2.36882 -0.2729 -0.5080 0.1553 0.11
H -0.74111 -3.06218 3.71914 0.1707 0.1131 -0.0005 0.09
H -1.28118 -1.26175 2.42862 0.1673 0.5736 -0.6533 -0.01
C -0.94201 4.86641 3.03174 -0.7828 1.3918 -0.0204 -0.06
C -1.78275 6.18279 2.95477 0.5962 -0.8601 -0.5368 -0.32
O -3.11379 5.84172 3.24261 -0.9255 -0.3205 0.6826 -0.10
H -1.27457 4.21403 2.22433 0.2200 -0.0629 0.1551 0.06
H -1.14833 4.40505 3.99750 -0.0174 -0.1198 0.0105 0.06
H 0.12670 5.07012 2.96485 -0.0401 -0.0371 -0.1921 0.07
H -1.81440 6.57121 1.93682 0.7085 0.1515 -0.1840 0.10
H -1.45713 6.97249 3.63186 0.4029 -0.0525 0.1213 0.10
H -3.60071 6.65951 3.36803 -0.1725 -0.0634 -0.0520 0.08
C 4.18002 -2.12170 -0.65378 0.2262 -0.9173 0.8480 -0.07
C 4.55304 -0.67479 -0.49932 -1.7876 0.1897 -1.2850 -0.34
O 5.35751 -0.35399 -1.58773 2.2863 0.7394 -0.2176 -0.09
H 3.49641 -2.44316 0.13199 -0.2477 -0.1425 -0.1836 0.05
H 5.06169 -2.76166 -0.61884 0.3295 0.0729 0.3895 0.07
H 3.79642 -2.35668 -1.64662 -0.5493 0.4426 0.0670 0.07
H 4.93361 -0.35283 0.47001 0.5686 -0.2745 -0.1409 0.11
H 3.68076 -0.05796 -0.71553 -0.7992 -0.1317 0.9446 0.09
H 4.79494 -0.37632 -2.36529 -0.0114 0.0217 -0.5475 0.04
C -0.69321 4.86648 -1.73147 -1.3165 -0.1876 0.6865 -0.07
C -1.18266 3.62603 -2.44230 0.7029 -1.3778 -0.8758 -0.32
O -2.43556 3.70294 -3.10309 -0.4190 1.8095 0.7457 -0.10
H 0.16759 4.61818 -1.11060 0.3631 0.0520 -0.4656 0.07
H -1.44930 5.09393 -0.98002 -0.2688 0.3520 0.1201 0.06
H -0.57706 5.75884 -2.34654 0.2746 -0.1878 -0.1244 0.07
H -1.20997 2.77175 -1.76587 0.0800 0.1721 0.3948 0.09
H -0.46537 3.33393 -3.20929 0.4505 0.0493 -0.1381 0.10
H -2.67745 2.83216 -3.42685 0.1856 -0.8414 -0.2234 0.03
C -2.69298 -0.11373 -3.83814 -0.5807 2.8511 -0.4780 -0.76
O -2.74474 1.10389 -4.04045 0.0211 0.5782 -0.4448 0.01
N -1.90878 -0.70509 -3.02616 3.6029 -0.8066 3.2808 0.21
N -3.45462 -0.99336 -4.41088 -2.8462 -1.1267 -2.8182 0.17
H -2.09929 -1.68361 -2.86395 0.5922 0.0705 0.7647 0.07
H -1.38208 -0.11398 -2.39905 0.0960 -0.4868 0.3748 0.11
H -4.08913 -0.58570 -5.08268 -0.2338 -0.7933 0.2007 0.12
H -3.46760 -1.91723 -4.00298 -0.6888 -0.1605 -0.6125 0.07
C -3.39175 -4.23475 -1.94651 2.0312 3.1740 0.0449 -0.84
O -3.13228 -3.42540 -2.78305 0.1902 3.2960 -3.3639 0.04
N -3.12838 -4.07538 -0.70838 0.7232 0.4134 5.0495 0.21
N -3.78204 -5.39133 -2.21059 -3.4329 -8.3130 -2.2325 0.19
H -2.91330 -3.17528 -0.30382 0.2551 -0.3009 -0.0108 0.06
H -3.24143 -4.90235 -0.13966 0.0954 0.8650 0.5550 0.12
H -3.97718 -6.04582 -1.46651 -0.0793 0.1619 -0.3011 0.12
H -4.14457 -5.68200 -3.10736 0.3986 0.4793 0.0818 0.13
C 6.04082 3.29006 -0.86840 -0.5358 0.0399 -0.3700 -0.04
C 4.61204 3.86137 -0.59103 1.9917 -0.4718 0.5393 -0.48
C 3.90247 3.01944 0.43323 -1.4730 0.2056 -0.8371 -0.05
O 4.78537 5.14646 -0.03856 -0.1921 1.1205 1.2000 -0.07
H 6.65382 3.02508 -0.00694 -0.5542 0.4449 0.7361 0.08
H 6.59885 4.08595 -1.36162 0.2085 -0.3071 -0.5767 0.06
H 6.04631 2.33162 -1.38750 -0.2230 0.2335 -0.6925 0.06
H 3.99382 4.04555 -1.46966 0.1524 -0.8766 -0.4437 0.13
H 4.36546 3.05080 1.41951 0.0844 -0.1070 -0.1914 0.08
H 3.71796 2.02176 0.03485 0.5672 -0.2602 0.2386 0.06
H 2.87227 3.37441 0.46107 -0.0798 0.2357 0.6306 0.07
H 5.35824 5.70310 -0.57108 0.0003 -0.2425 -0.2347 0.08
C -4.77067 -0.18980 1.92948 -1.5322 1.3273 0.3470 -0.05
C -5.17319 -1.30504 0.99778 2.0775 -0.2070 0.1901 -0.45
C -4.51563 -1.20708 -0.38590 -1.3547 0.3421 -0.1281 -0.03
O -4.60799 -2.43861 1.61758 -0.1077 -2.0817 0.4828 -0.09
H -3.69578 -0.06603 2.06141 -0.0673 0.0972 -0.5426 0.08
H -5.17957 -0.36423 2.92470 0.0136 -0.5025 0.2015 0.08
H -5.28686 0.73410 1.66862 0.5868 0.2425 -0.3102 0.05
H -6.24573 -1.49933 0.99698 -0.0838 0.3695 -0.3415 0.14
H -4.86304 -2.02259 -1.02021 -0.1774 -0.0080 -0.0317 0.07
H -3.42900 -1.29034 -0.36554 -0.0163 0.5203 0.3540 0.06
H -4.83872 -0.27069 -0.84076 0.3459 0.1147 -0.2988 0.09
H -3.79148 -2.15370 2.03440 0.2874 0.1031 0.0819 0.03
C 3.55262 -3.62926 3.46514 1.7101 -0.1596 -1.1875 -0.06
C 2.11217 -3.96081 3.65428 1.3574 1.5833 -0.1281 -0.54
C 1.86080 -5.15243 4.48704 -0.3112 -0.7224 -0.3286 -0.05
O 1.60160 -2.88189 4.39752 -1.7806 0.0614 1.1412 -0.08
H 4.17633 -4.48275 3.19932 0.0498 -0.3696 0.3416 0.08
H 3.99576 -3.07844 4.29479 -0.0858 -0.1924 0.1319 0.09
H 3.64563 -3.03212 2.55802 0.0326 0.5281 0.1296 0.06
H 1.75331 -3.96948 2.62509 -0.9886 -0.5031 0.1279 0.13
H 0.78198 -5.13700 4.64204 0.0225 -0.5676 0.4601 0.08
H 2.43219 -5.08609 5.41290 -0.2639 0.1083 0.1389 0.09
H 2.18645 -6.05422 3.96856 -0.2281 -0.1358 -0.0103 0.08
H 1.77953 -2.01507 4.02527 0.5711 0.0932 -0.6722 0.02
C 2.78875 1.64741 -3.60918 -0.8494 1.4672 -0.8744 -0.04
C 2.69100 0.21022 -3.98218 -1.2195 -0.2934 -0.7028 -0.49
C 1.93266 -0.18051 -5.25120 -0.6875 0.4989 -0.2744 -0.04
O 4.02373 -0.20376 -4.17430 0.9749 -1.1729 0.6593 -0.06
H 1.82857 2.15149 -3.49928 -0.1867 -0.2974 0.7554 0.08
H 3.15895 2.21804 -4.46090 0.6325 0.0222 -0.3182 0.08
H 3.47044 1.80496 -2.77337 -0.2984 -0.0369 0.1599 0.08
H 2.15133 -0.27789 -3.17063 0.7887 -0.6199 0.3954 0.12
H 2.24424 0.42169 -6.10464 0.1504 0.1754 -0.0980 0.07
H 0.85156 -0.06947 -5.16747 -0.1026 0.3073 0.2442 0.08
H 2.05342 -1.22512 -5.53810 0.4104 -0.0641 0.3901 0.07
H 4.43434 0.50795 -4.67075 0.2364 -0.0072 -0.0695 0.09
```
Positions in Å, forces in eV/Å.

Output
- Strongest force on any atom: 0.1810 hartree/bohr
- Total charge: -1
- 2S+1: 2
- LUMO energy (alpha / beta): 1.039 / 1.001 eV
- Calculated total energy: -116051.979 eV
- ⟨S²⟩: 0.752
- HOMO level (alpha / beta): -1.64 / -6.57 eV